ORCA calculation (ωB97M-V/def2-TZVPD) on a molecular structure, C16H37Br4FO3Si2 at a distorted geometry.

Structure (XYZ):
```
63
C16H37Br4FO3Si2, DFT ωB97M-V/def2-TZVPD
Br -8.39 -2.60 1.59
Br -2.70 3.69 -3.14
Br -4.98 -1.31 0.97
Br -5.04 1.84 -0.97
Si 1.13 -1.39 4.12
Si 1.46 -0.98 1.24
F 2.89 -1.46 4.20
O 5.47 1.18 -1.67
O 0.46 -0.71 2.65
O 0.63 -0.29 5.44
C -6.35 -1.89 -0.29
C -4.55 3.17 -3.46
C -7.73 -1.46 0.15
C 4.80 -1.36 -1.62
C -1.80 0.73 -0.89
C 5.20 1.24 -3.13
C 0.32 2.19 4.76
C -5.38 3.31 -2.20
C 3.08 -3.03 -0.25
C 2.49 -2.60 1.25
C 4.56 0.17 -1.06
C -0.15 0.72 -0.66
C 0.25 -0.83 -0.29
C 0.48 1.14 -2.14
C 1.34 1.00 5.33
C 4.64 -2.53 -0.45
H 4.81 0.14 0.11
H -2.36 1.14 0.07
H -1.99 1.47 -1.80
H 0.44 2.30 -2.31
H 2.46 -2.58 -1.13
H 6.11 0.81 -3.75
H 3.95 -1.57 -2.41
H 3.43 0.45 -1.16
H 0.73 3.21 5.18
H 5.15 -2.13 0.52
H 3.47 -2.39 1.89
H 1.96 -3.52 1.79
H -2.22 -0.32 -1.21
H 0.45 -2.66 4.40
H 0.45 2.17 3.58
H 2.25 0.99 4.57
H -6.45 3.24 -2.44
H -6.24 -2.97 -0.40
H -5.19 4.24 -1.65
H -0.72 -1.44 0.05
H -0.19 0.57 -2.94
H 0.19 1.43 0.20
H 1.59 0.78 -2.28
H 5.82 -1.43 -2.20
H 5.24 -3.47 -0.88
H -8.45 -1.58 -0.66
H -4.54 2.15 -3.86
H 3.08 -4.20 -0.33
H 5.09 2.40 -3.40
H -6.08 -1.40 -1.24
H 0.67 -1.33 -1.26
H 2.40 0.15 1.10
H -4.91 3.85 -4.23
H 4.17 0.73 -3.43
H 1.82 1.33 6.38
H -0.75 1.90 5.13
H -7.76 -0.43 0.52
```

Output
Net charge: 0
Gap between HOMO and LUMO (eV): 10.02
Lowest unoccupied orbital energy (eV): 0.3791
Largest force on an atom (eV/Å): 3.91
HOMO (eV): -9.64



ORCA calculation (ωB97M-V/def2-TZVPD) on a molecular structure, C16H37NScSi4 at a distorted geometry.

Structure (XYZ):
```
59
C16H37NScSi4, DFT ωB97M-V/def2-TZVPD
Sc 0.33 -0.34 -2.72
Si 1.83 1.05 1.10
Si -2.50 1.21 1.22
Si 0.05 -0.32 0.66
Si -0.21 -2.39 1.59
N -1.47 0.26 0.17
C 2.01 -1.79 -3.02
C 1.45 1.67 -3.08
C -0.26 -2.14 3.46
C 1.40 -3.07 0.92
C -2.24 2.90 0.48
C 0.79 -2.12 -3.62
C 1.56 2.88 0.80
C -0.81 1.63 -3.54
C 2.06 0.70 2.94
C 0.17 2.11 -2.63
C -4.05 0.17 0.86
C -2.09 1.17 3.06
C 1.28 0.97 -4.32
C -1.72 -3.32 0.97
C 3.13 0.27 -0.02
C -0.13 0.94 -4.61
H 2.28 -2.23 -2.04
H 2.32 -0.34 3.13
H -2.13 0.17 3.53
H 1.50 -4.08 1.34
H -2.03 -0.19 -0.60
H -1.29 3.34 0.80
H -2.90 1.79 3.47
H -4.18 -0.01 -0.22
H -4.95 0.67 1.24
H 0.65 3.25 1.30
H 2.09 0.57 -4.93
H 2.85 -1.29 -3.58
H -1.12 1.65 3.31
H 0.30 -3.03 -3.20
H 2.27 -2.48 1.21
H 0.53 -1.48 3.83
H -1.52 -4.38 1.17
H -2.21 2.79 -0.61
H 1.51 3.12 -0.27
H 2.89 1.34 3.26
H -2.63 -3.02 1.50
H 2.95 0.49 -1.08
H -0.61 0.46 -5.46
H -1.89 1.81 -3.47
H 2.42 3.40 1.25
H -3.09 3.53 0.78
H 2.40 1.94 -2.60
H -1.87 -3.19 -0.11
H -1.24 -1.76 3.80
H 1.37 -3.15 -0.17
H 1.17 0.96 3.53
H 0.43 -1.83 -4.65
H 3.19 -0.82 0.11
H -4.00 -0.82 1.35
H 4.10 0.71 0.28
H -0.01 2.77 -1.78
H -0.11 -3.14 3.90
```

Output
Net charge: -1
Gap between HOMO and LUMO (eV): 4.28
Lowest unoccupied orbital energy (eV): 2.5803
Largest force on an atom (eV/Å): 4.73
Energy relative to the best compared isomer or geometry (same formula, charge and spin) (kJ/mol): 14.6
HOMO (eV): -1.70



ORCA calculation (ωB97M-V/def2-TZVPD) on a molecular structure, C16H38BrF6NOPSSiZr.

Structure (XYZ):
```
67
C16H38BrF6NOPSSiZr, DFT ωB97M-V/def2-TZVPD
Zr 0.88 -3.51 -2.16
Br 0.22 -1.44 -0.92
S -0.22 -4.80 -5.17
P 4.02 -3.81 -2.80
Si -0.03 2.65 2.65
F 2.28 -4.22 -1.06
F 2.90 -4.78 -3.39
F 4.77 -3.43 -4.05
F 4.43 -2.81 -1.73
F 4.79 -4.98 -2.22
F 2.67 -2.65 -3.08
O -0.10 -3.86 -3.86
N -0.44 -4.93 -0.88
C -2.09 3.34 2.25
C 0.13 1.52 4.15
C -2.20 3.34 0.75
C -1.51 -4.00 -7.39
C -0.29 2.39 5.36
C -2.12 -5.30 -6.83
C -0.72 0.24 4.05
C 1.31 3.63 1.76
C -0.24 -3.66 -6.58
C -3.04 2.42 2.95
C 2.43 2.63 1.39
C -1.96 -5.24 -5.31
C 1.61 1.12 4.30
C 0.96 4.48 0.55
C 1.73 4.52 2.96
C -1.84 4.67 2.93
H 1.87 4.99 0.24
H -0.49 -0.36 4.93
H 0.22 5.25 0.75
H 2.62 5.07 2.63
H 2.29 1.97 4.41
H 0.33 3.28 5.48
H 2.03 3.97 3.86
H 0.63 3.87 -0.30
H -3.18 -5.39 -7.07
H -2.89 2.36 4.02
H 2.85 2.11 2.24
H -3.09 1.43 2.49
H 1.68 0.55 5.23
H -1.79 0.43 4.07
H -1.20 -5.41 -1.36
H -1.56 4.06 0.26
H -1.34 2.68 5.35
H -0.89 -4.42 -0.12
H -0.47 -0.35 3.17
H -0.24 -2.66 -6.17
H -2.10 2.35 0.31
H -2.22 -3.18 -7.32
H -2.80 5.21 2.85
H -1.64 4.60 4.00
H -2.54 -4.43 -4.86
H -1.25 -4.12 -8.44
H -3.24 3.64 0.54
H -0.14 1.78 6.25
H 0.69 -3.83 -7.12
H 2.10 1.90 0.64
H -1.11 5.30 2.43
H 3.23 3.22 0.94
H -1.62 -6.18 -7.24
H 0.13 -5.66 -0.43
H -4.03 2.88 2.80
H -2.13 -6.19 -4.80
H 1.96 0.47 3.50
H 0.99 5.27 3.23
```

Output
Net charge: +4
Gap between HOMO and LUMO (spin up / spin down) (eV): 8.17 / 6.33
Lowest unoccupied orbital energy (spin up / spin down) (eV): -12.0893 / -14.3209
Largest force on an atom (eV/Å): 0.69
Energy relative to the best compared isomer or geometry (same formula, charge and spin) (kJ/mol): 216.9
2S+1: 2
HOMO (spin up / spin down) (eV): -20.26 / -20.65